DFT (ωB97M-V with the def2-TZVPD basis set) results for a 2-piece molecular cluster, C22H21F6N5O2 overall.

Results
Kohn-Sham gap = 3.4 eV
E = -50999.206 eV

Geometry as XYZ:
```
56
C22H21F6N5O2 ωB97M-V with the def2-TZVPD basis set
C 4.84 1.88 3.94
N 4.88 0.70 3.08
C 5.99 0.71 2.11
C 5.68 1.67 0.95
F 6.69 1.63 0.07
F 4.53 1.28 0.37
F 5.53 2.91 1.45
C 3.66 0.05 2.76
C 3.52 -1.35 2.79
C 2.32 -1.94 2.48
C 1.19 -1.18 2.11
C -0.04 -1.84 1.86
C -1.33 -1.33 1.58
C -2.41 -2.24 1.41
C -3.68 -1.80 1.16
C -3.96 -0.43 1.04
N -5.27 0.08 0.76
C -5.50 0.68 -0.56
C -6.08 0.67 1.84
C -5.61 2.09 2.23
F -6.47 2.59 3.13
F -4.38 2.00 2.75
F -5.59 2.85 1.13
C -2.91 0.47 1.20
C -1.65 0.04 1.48
C 1.38 0.22 2.02
C 2.56 0.81 2.37
H 3.99 1.82 4.61
H 5.75 1.95 4.53
H 4.74 2.79 3.34
H 6.91 1.01 2.60
H 6.13 -0.29 1.71
H 4.36 -1.96 3.07
H 2.22 -3.02 2.52
H 0.01 -2.92 1.92
H -2.21 -3.29 1.50
H -4.48 -2.51 1.05
H -4.81 0.26 -1.28
H -6.52 0.49 -0.89
H -5.33 1.75 -0.52
H -7.12 0.71 1.53
H -6.02 0.04 2.72
H -3.12 1.53 1.14
H -0.93 0.80 1.70
H 0.65 0.85 1.58
H 2.67 1.87 2.26
N -0.17 -4.36 4.56
C -0.06 -5.68 4.63
N -0.26 -6.15 5.85
C -0.51 -5.06 6.62
N -0.78 -5.06 8.04
O -0.99 -3.98 8.60
O -0.79 -6.15 8.64
C -0.45 -3.94 5.81
H 0.16 -6.32 3.79
H -0.60 -2.91 6.10
```